1.
# C28H77AgClN7O11

A structure of composition C28H77AgClN7O11 (ωB97M-V/def2-TZVPD, the Open Molecules 2025 dataset).

Last column: Mulliken spin population.
Atoms and positions in Å:
Ag 24.25057 -13.26678 -22.61373  0.0000
Cl 21.53562 -10.34634 -22.17974  -0.0011
O 21.02211 -10.90602 -20.93843  0.0001
O 22.60036 -11.22557 -22.56478  0.0001
O 20.54975 -10.30740 -23.23747  0.0002
O 22.03348 -9.01039 -21.94725  0.0001
C 23.72336 -12.40923 -26.99211  -0.0002
C 23.64174 -12.91794 -25.53993  0.0000
C 23.83850 -14.40324 -25.52245  -0.0001
O 23.74323 -14.92727 -24.18184  0.0000
C 23.55910 -16.32548 -24.18944  0.0000
N 24.74259 -12.32920 -24.79574  -0.0001
H 24.58897 -12.73652 -27.56805  0.0000
H 23.73110 -11.32011 -26.94898  0.0001
H 22.93991 -12.77394 -27.65640  0.0000
H 22.72861 -12.58559 -25.04613  0.0002
H 24.82140 -14.60628 -25.94761  0.0000
H 23.12998 -14.92829 -26.16311  0.0000
H 23.58199 -16.62661 -23.14210  0.0000
H 24.30471 -16.91600 -24.72184  0.0000
H 22.55982 -16.61194 -24.51726  0.0000
H 24.71108 -11.31979 -24.78200  0.0000
H 25.61028 -12.54276 -25.26651  -0.0001
C 24.55480 -7.24470 -24.69338  -0.0002
C 24.72850 -8.57412 -25.36775  0.0001
C 26.10961 -8.74070 -26.08862  0.0001
O 26.31253 -7.73000 -27.09542  0.0000
C 27.37328 -7.89931 -28.01441  0.0000
N 24.58572 -9.63680 -24.33614  0.0001
H 25.36003 -7.07915 -23.97762  0.0001
H 23.59202 -7.26989 -24.18299  0.0000
H 24.49666 -6.42637 -25.41106  0.0000
H 23.86508 -8.63531 -26.03021  0.0001
H 26.17670 -9.70389 -26.59446  0.0000
H 26.95533 -8.48329 -25.45096  0.0000
H 27.30384 -7.23877 -28.87867  0.0000
H 27.14836 -8.82887 -28.53733  0.0000
H 28.38074 -7.79918 -27.61057  0.0000
H 23.84536 -9.59606 -23.65034  -0.0001
H 25.45203 -9.74256 -23.82778  0.0000
C 20.29300 -4.12816 -16.74991  0.0000
C 21.66056 -4.81958 -17.04994  0.0000
C 21.68481 -5.89474 -18.18410  0.0000
O 20.75845 -6.95770 -17.84096  0.0002
C 20.82366 -7.99440 -18.84988  0.0013
N 22.53441 -3.68266 -17.29052  0.0000
H 19.97370 -3.60356 -17.65043  0.0000
H 20.37557 -3.39792 -15.94491  0.0000
H 19.50091 -4.78460 -16.38967  0.0000
H 22.09100 -5.23582 -16.13913  0.0000
H 22.70723 -6.27254 -18.18763  0.0000
H 21.37077 -5.54354 -19.16703  0.0000
H 21.79569 -8.48470 -18.79648  -0.0006
H 20.61588 -7.57765 -19.83540  -0.0001
H 20.06199 -8.72130 -18.56779  0.0007
H 22.14722 -3.06984 -17.99383  0.0000
H 22.43347 -3.19076 -16.41419  0.0000
C 17.52793 -9.56483 -21.41348  0.0004
C 16.55282 -9.61659 -20.26396  0.0367
C 17.21064 -10.01825 -18.94035  0.0967
O 16.32480 -10.57913 -18.04904  0.0213
C 16.88232 -11.31856 -17.01303  0.0092
N 15.99876 -8.25708 -20.04797  0.7860
H 18.21782 -8.74621 -21.20850  0.0007
H 17.09356 -9.33166 -22.38562  -0.0035
H 18.12506 -10.46493 -21.55964  0.0000
H 15.73486 -10.29680 -20.50138  0.0024
H 17.65093 -9.15441 -18.44236  0.0214
H 17.99385 -10.75633 -19.11326  0.0437
H 17.87959 -11.08654 -16.63926  -0.0021
H 17.09260 -12.36875 -17.21545  -0.0005
H 16.23432 -11.17154 -16.14898  0.0003
H 16.70150 -7.65438 -19.64422  -0.0083
H 15.36992 -8.24687 -19.25768  -0.0035
C 20.51192 -12.26649 -17.70470  -0.0008
C 21.94835 -11.75643 -17.45153  -0.0001
C 22.61962 -12.37449 -16.18606  0.0005
O 22.09250 -11.90090 -14.98046  0.0004
C 22.22131 -12.74215 -13.84566  0.0001
N 22.70933 -12.03542 -18.67447  0.0004
H 19.94073 -11.75167 -18.47724  -0.0026
H 19.93782 -12.21525 -16.77957  0.0000
H 20.51428 -13.31439 -18.00469  0.0003
H 21.95381 -10.69213 -17.21632  0.0003
H 23.67952 -12.12433 -16.23245  -0.0001
H 22.59072 -13.46264 -16.24249  0.0000
H 23.20906 -12.60194 -13.40657  0.0000
H 21.85226 -13.75313 -14.01830  0.0000
H 21.53570 -12.43721 -13.05505  0.0000
H 22.12865 -11.69774 -19.42871  0.0002
H 23.38737 -11.28739 -18.64543  -0.0002
C 17.62771 -8.17544 -29.82358  0.0000
C 18.62882 -7.79567 -28.71029  0.0000
C 19.53314 -8.90210 -28.15531  0.0000
O 20.27736 -8.38889 -26.99321  0.0000
C 21.07296 -9.41429 -26.36983  0.0001
N 19.39992 -6.70187 -29.22527  0.0000
H 17.06632 -9.04493 -29.48164  0.0000
H 18.09067 -8.60318 -30.71285  0.0000
H 16.97469 -7.38383 -30.19105  0.0000
H 17.97670 -7.40462 -27.92931  0.0000
H 20.12323 -9.22370 -29.01348  0.0000
H 18.93806 -9.77420 -27.88434  0.0000
H 21.48504 -9.04141 -25.43215  -0.0001
H 21.91320 -9.70043 -27.00247  0.0000
H 20.38655 -10.24560 -26.20901  0.0000
H 20.06343 -7.11765 -29.86321  0.0000
H 20.01847 -6.30362 -28.53325  0.0000
C 26.36577 -8.76391 -18.64286  0.0000
C 25.09883 -8.41018 -19.35215  -0.0002
C 25.10477 -7.27554 -20.35852  0.0000
O 25.43309 -6.00493 -19.77359  0.0000
C 25.28300 -4.95833 -20.72101  0.0000
N 24.42199 -9.63926 -19.80234  0.0001
H 26.68846 -7.94023 -18.00605  0.0000
H 27.09752 -8.88953 -19.44088  0.0000
H 26.25656 -9.66870 -18.04493  0.0000
H 24.48343 -7.98970 -18.55680  -0.0001
H 24.08739 -7.14387 -20.72689  0.0001
H 25.73886 -7.59017 -21.18740  0.0001
H 24.21420 -4.95543 -20.93495  0.0000
H 25.89544 -5.07162 -21.61555  0.0000
H 25.49157 -3.99013 -20.26582  0.0000
H 23.59156 -9.38062 -20.31576  0.0000
H 25.02898 -10.13725 -20.43769  0.0000

The net charge is +1. The value obtained for the energy above the lowest of the compared OMol25 structures with the same formula, charge and spin is 4.556 eV. The LUMO energy (spin up / spin down) is -2.749 / -8.309 eV. As for the HOMO-LUMO gap (spin up / spin down): 7.90 / 2.34 eV. The multiplicity is 2. As for the max |F|: 0.0709 hartree/bohr.

2.
# C28H77N10NaO10

A structure of composition C28H77N10NaO10 (ωB97M-V/def2-TZVPD, the Open Molecules 2025 dataset).

Last column: Löwdin charge in e.
Atoms and positions in Å:
Na 22.04107 -7.73491 -3.79925  0.8349
C 27.35956 -5.57806 -2.24343  -0.0339
C 26.15296 -6.32825 -2.89798  -0.8309
O 25.72890 -7.32346 -2.36276  -0.0812
O 25.63391 -5.89324 -3.97014  -0.1442
H 27.16007 -4.50972 -2.16015  0.0512
H 28.24065 -5.66715 -2.87892  0.0614
H 27.57246 -5.83430 -1.20559  0.0539
C 26.13830 0.44841 -6.95105  -0.0871
C 27.07336 -0.64772 -6.53987  -0.4347
C 27.36459 -0.41016 -5.05123  -0.1288
O 28.11946 0.90631 -4.92515  -0.2205
C 28.35720 1.37949 -3.61548  -0.1353
N 26.35056 -1.90707 -6.79245  0.0349
H 25.90689 0.51607 -8.01405  0.0831
H 26.48608 1.38432 -6.51374  0.0720
H 25.19583 0.40496 -6.40519  0.0777
H 27.98404 -0.66174 -7.13867  0.1399
H 28.00220 -1.21585 -4.68734  0.1158
H 26.43957 -0.36834 -4.47616  0.1183
H 27.49303 1.46555 -2.95678  0.0757
H 28.97534 2.27572 -3.66819  0.0883
H 28.84312 0.57314 -3.06613  0.0701
H 25.35507 -1.95926 -6.63008  0.0664
H 26.79094 -2.74285 -6.43519  0.0656
C 28.04215 -11.63791 0.10888  -0.0604
C 27.81383 -12.42544 -1.18441  -0.4298
C 28.20695 -13.90744 -0.97398  -0.2144
O 29.53027 -14.40981 -1.20924  -0.1799
C 29.99616 -14.06434 -2.55869  -0.0820
N 26.42532 -12.27737 -1.66870  0.0351
H 29.12430 -11.57950 0.22568  0.0795
H 27.67633 -12.28135 0.90904  0.0718
H 27.65262 -10.62153 0.16664  0.0765
H 28.49700 -12.09352 -1.96622  0.1144
H 27.50465 -14.45283 -1.60440  0.1089
H 27.92073 -14.26855 0.01384  0.1174
H 30.91610 -14.63063 -2.70405  0.0818
H 30.23634 -13.00162 -2.52636  0.0757
H 29.39395 -14.33699 -3.42536  0.0880
H 26.34236 -11.28287 -1.82418  0.0607
H 25.79067 -12.41590 -0.89531  0.0620
C 32.82596 -7.76220 3.29071  -0.0617
C 32.78181 -6.69879 4.40700  -0.4359
C 31.41578 -6.01762 4.57938  -0.1453
O 30.27054 -6.97250 4.45617  -0.2220
C 29.00655 -6.36309 4.05595  -0.0831
N 33.29670 -7.17604 5.66872  0.0227
H 31.99925 -8.46438 3.39836  0.0699
H 33.74573 -8.32764 3.14108  0.0732
H 32.67444 -7.25717 2.33673  0.0750
H 33.49803 -5.96533 4.03665  0.1187
H 31.29526 -5.22161 3.84457  0.1116
H 31.46834 -5.58353 5.57782  0.1117
H 28.29130 -7.10701 3.70510  0.0816
H 29.27055 -5.74084 3.20084  0.0752
H 28.61986 -5.78396 4.89451  0.0800
H 33.47719 -8.16250 5.78881  0.0654
H 32.78158 -7.03619 6.52616  0.0629
C 19.54129 -3.01711 -0.95393  -0.0656
C 20.79391 -3.75376 -1.36351  -0.4144
C 22.07279 -3.68609 -0.34070  -0.1530
O 22.64764 -2.43259 -0.03518  -0.1906
C 22.74449 -1.51667 -1.11294  -0.0984
N 20.42687 -5.13399 -1.44199  -0.0063
H 18.84182 -3.02605 -1.78985  0.0816
H 19.86891 -2.02450 -0.64493  0.0702
H 18.90652 -3.29734 -0.11331  0.0848
H 21.11440 -3.55416 -2.38603  0.1223
H 22.95097 -4.26309 -0.63047  0.1244
H 21.73234 -4.16354 0.57813  0.1148
H 21.81538 -0.95866 -1.22903  0.0779
H 22.70619 -1.99939 -2.08947  0.0780
H 23.69906 -1.01153 -0.96558  0.0985
H 19.43656 -5.20519 -1.62721  0.0627
H 20.56357 -5.65824 -0.58960  0.0666
C 20.39026 -9.50212 2.33908  -0.0674
C 21.49228 -10.41370 1.72709  -0.4294
C 21.04725 -11.81462 1.29382  -0.1563
O 22.17337 -12.64052 0.71158  -0.2036
C 22.01865 -14.00434 1.17859  -0.1098
N 21.98536 -9.58058 0.63448  0.0210
H 20.82953 -8.58089 2.72182  0.0733
H 19.99646 -10.07987 3.17528  0.0739
H 19.62108 -9.20937 1.62441  0.0757
H 22.21082 -10.53910 2.53708  0.1326
H 20.26226 -11.84843 0.53835  0.1214
H 20.56376 -12.21600 2.18445  0.1115
H 20.97501 -14.29437 1.05698  0.0819
H 22.37145 -14.11865 2.20356  0.0818
H 22.71887 -14.62437 0.61881  0.0824
H 22.80731 -9.83904 0.10750  0.0695
H 22.10507 -8.62846 0.94950  0.0583
C 32.12809 2.96956 1.94776  -0.0886
C 33.10720 1.87413 2.32291  -0.4190
C 32.95371 0.78790 1.24486  -0.1865
O 31.67131 0.17968 1.38582  -0.1889
C 31.42810 -0.86716 0.59122  -0.1720
N 34.44380 2.52410 2.32051  0.0368
H 32.39705 3.39085 0.97911  0.0780
H 32.20874 3.78886 2.66216  0.0731
H 31.07358 2.69370 1.94359  0.0775
H 32.84500 1.51961 3.31974  0.1435
H 33.69385 0.06161 1.58071  0.1235
H 32.99813 1.20940 0.24063  0.1321
H 32.17869 -1.61543 0.84579  0.0846
H 31.60842 -0.71344 -0.47272  0.0849
H 30.41237 -1.24871 0.69522  0.0960
H 34.79260 2.57927 1.37425  0.0641
H 35.12961 1.89861 2.71866  0.0605
C 26.54769 -10.77341 -7.22864  -0.8460
O 26.84497 -11.50378 -8.13869  0.0498
N 26.19245 -9.56670 -7.39557  0.1603
N 26.39168 -11.08580 -5.98402  0.1630
H 25.51208 -9.33015 -6.68759  0.1082
H 26.17962 -9.13867 -8.31029  0.1289
H 26.70370 -12.01337 -5.73431  0.1225
H 26.25112 -10.37808 -5.27729  0.1146
C 21.69127 -4.21256 -8.13473  -0.8632
O 22.25630 -3.20108 -8.35112  0.0857
N 20.40452 -4.38729 -8.29570  0.1605
N 22.24535 -5.26352 -7.69382  0.1661
H 20.09066 -5.29675 -7.98831  0.0981
H 19.87775 -3.60762 -8.66276  0.1259
H 23.20196 -5.22851 -7.37168  0.1349
H 21.70529 -6.11677 -7.67360  0.1027

The LUMO energy is -2.503 eV. As for the HOMO-LUMO gap: 4.84 eV. As for the max |F|: 0.1365 hartree/bohr.

3.
# C28H77N3O11

A cluster of 11 separate species, C28H77N3O11 in total (ωB97M-V/def2-TZVPD, the Open Molecules 2025 dataset).

Last column: Mulliken spin population.
Atoms and positions in Å:
C 0.93259 0.18292 3.68333  0.3802
C 2.10712 -0.83660 3.72756  -0.3548
C 3.28548 -0.27465 4.55993  0.1396
C 3.13961 -0.44491 6.08936  0.0278
C 2.70920 -1.78914 6.52392  0.0198
C 1.53885 -2.43636 5.74073  -0.0636
N 1.68384 -2.14888 4.27514  0.0721
O 0.72912 -2.73411 3.50973  -0.0113
C 1.67935 -4.00202 5.87490  0.0244
C 0.25455 -1.89291 6.28876  0.0175
C 2.68557 -0.98271 2.25445  0.0475
H 1.37060 1.10344 3.29747  -0.0593
H 0.49427 0.37969 4.66173  0.0465
H 0.15902 -0.12072 2.97799  -0.0287
H 4.26698 -0.65745 4.28022  0.0275
H 3.28525 0.80793 4.43293  -0.0742
H 2.49182 0.30271 6.54710  -0.0114
H 4.12631 -0.24791 6.50854  -0.0070
H 2.40069 -1.75170 7.56868  -0.0039
H 3.57603 -2.42918 6.68835  0.0088
H 2.56509 -4.32803 5.32967  -0.0070
H 1.79725 -4.39672 6.88407  0.0021
H 0.87180 -4.50258 5.34068  0.0007
H 0.03261 -0.82623 6.25655  0.0111
H -0.62440 -2.43678 5.94267  0.0023
H 0.26498 -2.14420 7.34934  -0.0039
H 1.89772 -1.33759 1.59003  -0.0105
H 3.35304 -1.84439 2.24449  -0.0045
H 3.16616 -0.08969 1.85489  0.0117
H -0.05381 -2.17883 3.52669  0.0012
C -0.94670 -4.53404 0.22794  0.0144
O -0.93688 -5.49744 -0.51591  -0.0019
N -0.13455 -4.37413 1.23215  -0.0090
N -1.85528 -3.63637 0.29462  -0.0141
H 0.65979 -4.97530 1.39862  0.0014
H -0.37186 -3.61573 1.85553  -0.0015
H -1.98130 -3.02824 1.09111  0.0082
H -2.63817 -3.71545 -0.33857  -0.0018
C 0.09265 -1.20044 -1.23547  -0.0587
C -0.22632 0.30586 -1.27327  0.1240
O -1.39928 0.65664 -0.61567  -0.0245
H -0.57352 -1.87748 -1.77019  0.0014
H -0.00310 -1.47660 -0.18540  0.0029
H 1.08823 -1.42794 -1.61650  -0.0013
H -0.33947 0.71046 -2.27905  -0.0945
H 0.58563 0.86693 -0.81064  0.0460
H -2.16162 0.32500 -1.09570  -0.0191
C -3.08580 -1.11545 -4.75335  0.0138
C -2.03735 -1.97884 -5.33417  0.0069
O -1.35943 -1.35980 -6.36312  -0.0009
H -3.77244 -1.71069 -4.15142  -0.0087
H -3.70211 -0.77256 -5.58442  0.0029
H -2.80059 -0.36896 -4.01204  -0.0132
H -2.59164 -2.80311 -5.78301  0.0001
H -1.33764 -2.22159 -4.53444  -0.0009
H -1.07473 -0.47837 -6.11086  -0.0009
C -2.02540 1.66998 3.98462  -0.1031
C -1.98308 1.75629 2.41897  0.2547
O -2.42837 0.52264 1.90737  -0.0755
H -1.61864 0.73020 4.35807  0.0658
H -3.05557 1.71721 4.33761  -0.0364
H -1.47665 2.51526 4.39993  0.0346
H -0.94901 1.77040 2.07458  0.1246
H -2.64592 2.54979 2.07388  -0.0298
H -2.14114 0.53768 0.99146  0.0212
C 2.42070 2.82085 1.26136  0.2820
C 2.18625 3.96310 2.36926  1.0328
O 1.35916 3.54115 3.45152  -1.0169
H 3.15665 3.23805 0.57402  -0.0999
H 1.42954 2.64759 0.84223  0.3449
H 2.78550 1.87076 1.65167  -0.3004
H 1.84509 4.85212 1.83881  -0.2638
H 3.08013 4.40909 2.80537  -0.0776
H 1.08425 4.37997 3.82888  0.5130
C 2.51025 -4.46305 -1.87872  -0.0025
C 3.94646 -4.20409 -2.28762  0.0051
O 4.88159 -5.10030 -1.68649  -0.0023
H 1.74211 -4.21739 -2.61202  -0.0003
H 2.25627 -3.91537 -0.97118  0.0013
H 2.36655 -5.47767 -1.50725  0.0004
H 4.12235 -3.18965 -1.92976  0.0004
H 3.88135 -4.32901 -3.36848  0.0006
H 5.77745 -4.78040 -1.55724  0.0002
C -3.40850 2.35026 -5.03653  0.0059
C -2.65359 2.86187 -3.80706  0.0255
O -1.68559 3.74258 -4.33104  0.1750
H -2.77843 1.71988 -5.66401  -0.0018
H -3.67688 3.16736 -5.70618  -0.0092
H -4.29616 1.75142 -4.83265  -0.0013
H -2.21745 2.06965 -3.19856  0.0933
H -3.35826 3.29438 -3.09679  0.0375
H -1.26004 4.24547 -3.63275  0.1233
C 1.45858 2.40470 -5.32311  0.0249
C 0.67785 1.57351 -6.29864  0.0165
O -0.17887 0.95988 -5.39802  -0.0200
H 0.83281 3.21258 -4.94385  0.0165
H 2.31446 2.84955 -5.83073  -0.0092
H 1.78166 1.78002 -4.49034  -0.0102
H 1.27725 0.76648 -6.71997  0.0011
H 0.16919 2.19525 -7.03540  -0.0018
H -0.75781 1.61559 -5.00244  -0.0103
C -5.15870 1.21599 -1.15120  0.0245
C -4.91407 -0.22001 -1.49915  0.0036
O -3.71169 -0.60569 -0.98354  -0.0710
H -6.18631 1.41985 -1.45212  -0.0204
H -4.62883 1.93113 -1.78043  0.0365
H -5.07369 1.34579 -0.07229  0.0040
H -4.90917 -0.45679 -2.56311  -0.0139
H -5.75570 -0.79638 -1.11502  -0.0007
H -3.65428 -1.54902 -1.15216  0.0142
C 1.38230 5.17894 -2.55719  0.2382
C 0.45615 4.24182 -1.83740  -1.2851
O -0.83780 4.80015 -2.04701  -0.6695
H 2.38548 4.75267 -2.56342  -0.0548
H 1.44564 6.18289 -2.13749  -0.1058
H 1.18188 5.33383 -3.61736  0.0606
H 0.63921 4.11748 -0.77010  0.7527
H 0.38687 3.19930 -2.14800  0.1546
H -1.07863 4.89367 -1.12243  0.6314

The net charge is -1. The LUMO energy (spin up / spin down) is 2.018 / 1.980 eV. As for the HOMO-LUMO gap (spin up / spin down): 1.67 / 8.40 eV. The multiplicity is 2. As for the max |F|: 0.1308 hartree/bohr.

- The highest max |F| belongs to which entry?
  C28H77N10NaO10

- What is the max |F| in the third record?
  0.1308 hartree/bohr